Entry 1:
Density functional theory data (ωB97M-V/def2-TZVPD) for a 9-piece molecular cluster, C34H94N8O9 overall at a distorted geometry.

The geometry in ORCA input format:
```
! wB97M-V def2-TZVPD RIJCOSX def2/J DEFGRID3
* xyz 0 1
C 4.95355 2.66477 1.62167
C 4.18849 3.96090 1.84697
O 4.31965 4.86910 0.77456
H 4.79580 2.27232 0.61535
H 4.62124 1.83473 2.25030
H 6.01626 2.81573 1.82281
H 4.35484 4.40277 2.82603
H 3.12421 3.66126 1.84512
H 3.74940 4.62562 0.03005
C -1.30284 -5.37382 1.08186
C -0.34969 -6.49766 0.69710
C 0.97068 -6.44653 1.45503
O 1.62577 -5.21893 1.35754
C 2.41346 -5.05438 0.19534
N -1.04461 -7.77049 0.81489
H -2.18324 -5.46240 0.44553
H -0.85016 -4.39141 0.97626
H -1.58653 -5.52509 2.12868
H -0.13259 -6.37594 -0.37514
H 1.62933 -7.30100 1.23620
H 0.70370 -6.62952 2.50806
H 2.69965 -4.00521 0.11208
H 1.83966 -5.22637 -0.72182
H 3.30505 -5.67968 0.27914
H -1.80013 -7.74242 1.48546
H -0.48370 -8.58949 0.99950
C -4.05301 3.75139 5.60771
C -4.18475 2.25803 5.36267
C -4.09020 1.91036 3.88550
O -2.81807 2.28249 3.40117
C -2.41957 1.61413 2.22115
N -3.17497 1.53921 6.18573
H -3.17426 4.22166 5.16999
H -4.04931 3.92158 6.68387
H -4.92179 4.26086 5.18064
H -5.18572 1.89928 5.62749
H -4.85429 2.38282 3.25289
H -4.20434 0.81967 3.75953
H -1.55953 2.12518 1.79304
H -3.21798 1.69464 1.47069
H -2.25182 0.55329 2.42962
H -2.33123 1.77148 5.66241
H -3.33987 0.54319 6.07500
C 1.23507 6.33909 -0.74586
C 1.39855 5.00525 -1.43435
C 0.62864 5.01648 -2.75160
O -0.78387 5.20488 -2.62248
C -1.41780 4.12864 -2.01296
N 2.84951 4.87034 -1.77162
H 1.71227 7.17442 -1.27031
H 1.73976 6.36048 0.22644
H 0.21372 6.67232 -0.55909
H 1.05169 4.18231 -0.81259
H 0.80873 4.12738 -3.37452
H 0.89596 5.88198 -3.36530
H -1.19232 4.07374 -0.93758
H -1.23270 3.15134 -2.47661
H -2.50548 4.23971 -2.02464
H 2.90673 4.22232 -2.56079
H 3.06128 5.73339 -2.27388
C 2.29785 0.48706 2.84464
C 1.10858 -0.28813 3.36349
C 1.52599 -1.74290 3.53354
O 0.44063 -2.52108 3.96143
C 0.86169 -3.73436 4.54467
N 0.71346 0.22998 4.69896
H 2.04078 1.52161 2.59670
H 2.71037 0.05699 1.92693
H 3.07695 0.56095 3.60410
H 0.23857 -0.23278 2.69877
H 2.29831 -1.73365 4.31680
H 1.98559 -2.07197 2.59295
H 1.33748 -4.35894 3.78595
H -0.01808 -4.23943 4.95389
H 1.46880 -3.61318 5.45126
H 0.23022 -0.55095 5.14125
H -0.04277 0.89816 4.57184
C 6.13331 0.30179 -1.46716
C 6.74008 -1.10004 -1.52750
C 8.14673 -1.07956 -2.09323
O 8.65976 -2.39436 -2.17638
C 10.05850 -2.42403 -2.18544
N 6.80047 -1.59810 -0.12565
H 5.80994 0.68840 -2.43152
H 6.86923 0.98795 -1.03379
H 5.32869 0.24636 -0.73594
H 6.10972 -1.72724 -2.15925
H 8.80858 -0.46442 -1.46775
H 8.14164 -0.60391 -3.08851
H 10.50563 -1.92829 -3.05601
H 10.37840 -3.46043 -2.10537
H 10.49975 -1.89755 -1.32355
H 7.55710 -1.08813 0.32279
H 7.14777 -2.55102 -0.21107
C -6.80858 0.17297 -1.02396
C -6.45819 -0.44536 0.32457
C -6.08268 -1.89172 0.24636
O -5.76228 -2.37781 1.54307
C -5.89784 -3.77796 1.64029
N -5.41688 0.35716 1.02446
H -7.45547 1.04377 -0.92398
H -7.33971 -0.54840 -1.65144
H -5.91310 0.52722 -1.53834
H -7.34500 -0.30523 0.95195
H -5.23741 -2.04460 -0.44967
H -6.84999 -2.56745 -0.15691
H -5.22259 -4.27631 0.92738
H -6.92173 -4.09294 1.42551
H -5.52623 -4.05636 2.62338
H -4.59167 -0.22521 1.12560
H -5.75424 0.56075 1.95445
C -2.42627 -0.14386 -1.21047
C -1.01646 -0.52332 -0.78989
C -0.06022 0.64948 -0.75181
O 1.16729 0.19005 -1.29669
C 2.15319 1.19153 -1.42811
N -1.10552 -1.23300 0.50223
H -2.82442 0.66155 -0.58895
H -3.09079 -1.00860 -1.20984
H -2.43863 0.25888 -2.23022
H -0.61941 -1.20578 -1.55178
H 0.11468 1.04965 0.25739
H -0.48371 1.48602 -1.32461
H 1.73474 2.20574 -1.40434
H 2.61944 1.02784 -2.39942
H 2.90006 1.22621 -0.62662
H -0.18212 -1.39542 0.88262
H -1.60351 -2.08473 0.27807
C -3.94152 0.51082 -7.54657
C -3.40178 0.68285 -6.13374
C -1.90167 0.97377 -6.24948
O -1.24642 1.02036 -4.99809
C -0.58177 -0.19154 -4.66134
N -4.15780 1.72692 -5.44905
H -3.79716 -0.53123 -7.84793
H -3.43790 1.10199 -8.31824
H -5.00160 0.73424 -7.66146
H -3.54213 -0.22993 -5.54697
H -1.84678 2.01422 -6.60107
H -1.43001 0.37568 -7.03654
H -0.23684 -0.01216 -3.64183
H 0.32030 -0.27613 -5.27824
H -1.17252 -1.10833 -4.71085
H -4.14890 2.58350 -5.98806
H -3.81613 1.89529 -4.51255
*
```

The value obtained for the total energy is -67125.6142 eV. As for the gap between HOMO and LUMO: 9.61 eV. The value obtained for the LUMO energy is 0.5 eV.

Here are the Löwdin charges for atoms 1 to 8, given in e: -0.08, -0.32, -0.10, 0.05, 0.05, 0.07, 0.11, 0.09

***

Entry 2:
Density functional theory data (ωB97M-V/def2-TZVPD) for C4H8F3N3OS2 as an isolated structure at a distorted geometry.

The geometry in ORCA input format:
```
! wB97M-V def2-TZVPD RIJCOSX def2/J DEFGRID3
* xyz 0 1
C 0.53026 1.43926 -1.66900
C 0.05456 -1.50364 2.21006
C 1.47185 0.20940 0.32729
C 2.22076 -1.46252 -0.46461
N -0.81681 0.38591 0.08995
N 0.46692 0.71585 -0.43710
N 2.69867 1.08688 0.30075
O 3.80813 0.59465 0.63071
F 2.88681 -0.93485 -1.55143
F 1.22203 -2.16919 -0.86931
F 3.00962 -2.16716 0.28545
S 2.54482 2.62801 -0.09031
S 1.28729 -0.11324 2.08705
H 1.52698 1.68692 -2.08271
H -0.07427 0.83171 -2.25904
H 0.06158 2.40173 -1.59263
H 0.39889 -2.56414 1.95168
H -0.81704 -1.04624 1.69583
H -0.27191 -1.50494 3.29174
H -1.37958 1.19466 0.03310
H -1.29907 -0.44403 -0.37351
*
```

The value obtained for the total energy is -40612.5481 eV. As for the gap between HOMO and LUMO (alpha / beta): 7.55 / 7.55 eV. The value obtained for the LUMO energy (alpha / beta) is -1.1 / -1.1 eV.

Here are the Löwdin charges for atoms 1 to 8, given in e: -0.14, -0.37, -0.61, -0.56, 0.04, -0.28, -0.72, -0.07